(1)
C4H9N2 | ωB97M-V/def2-TZVPD

Output
HOMO ... -0.5169 Ha
LUMO level ... -4.880 eV
Energy relative to the best compared isomer or geometry (same formula, charge and spin) ... 97.5 kcal/mol

The geometry in ORCA input format:
```
! RIJCOSX wB97M-V def2-TZVPD def2/J DEFGRID3
* xyz 1 1
C -0.2404 0.9276 -1.9182
C -0.6481 0.0938 -0.6209
C 0.2482 -1.1285 -0.1013
C 0.3285 -0.5837 1.2523
N 0.5959 -0.6977 2.4750
N -0.4396 0.8973 0.5436
H 0.7361 1.1872 -1.9227
H -0.7994 1.9473 -2.0238
H -0.4353 0.3444 -2.7293
H -1.6629 -0.2493 -0.6770
H 1.2992 -1.1592 -0.4552
H -0.2887 -1.9991 -0.2635
H 0.5673 -1.5408 3.0266
H 0.6641 0.1249 2.9660
H 0.0749 1.8359 0.4485
*
```

Atom charges from the Löwdin analysis, given in e for atoms 1 to 4: C -0.011; C -0.357; C -0.028; C -0.039

=====

(2)
C11H14N2O2 | ωB97M-V/def2-TZVPD

Output
HOMO (alpha / beta) ... -0.2651 / -0.2738 Ha
LUMO level (alpha / beta) ... 0.180 / 0.018 eV
Energy relative to the best compared isomer or geometry (same formula, charge and spin) ... 103.6 kcal/mol

The geometry in ORCA input format:
```
! RIJCOSX wB97M-V def2-TZVPD def2/J DEFGRID3
* xyz 0 1
C 1.5061 -0.1236 0.7613
C 2.8404 0.1030 0.6028
C 2.9410 1.1889 -0.2949
C 3.9931 1.8841 -0.7459
C -4.9031 -2.0610 1.3885
C -4.6232 -1.0970 0.5412
C -0.6012 0.9044 -0.1527
C -3.3778 -1.1003 -0.3261
C 3.9707 -0.8559 1.0272
C -1.1990 1.1850 -1.4473
C -2.2097 0.1468 -1.8634
N 1.6655 1.5312 -0.7119
N 0.8140 0.8835 0.0279
O -2.5819 -2.0091 -0.5690
O -3.3024 0.0086 -0.9739
H 1.2008 -0.7807 1.5718
H 3.8057 2.8387 -1.3663
H 5.0410 1.5632 -0.6329
H -5.8756 -1.9976 2.0375
H -4.2912 -2.9681 1.6213
H -5.1370 -0.1386 0.4864
H -1.1709 0.3372 0.6643
H 4.0017 -1.7691 0.3060
H 3.7537 -1.1278 2.1710
H 4.9374 -0.2579 0.9166
H -1.7349 2.0902 -1.3128
H -0.3951 1.3438 -2.2967
H -2.6136 0.4116 -2.9131
H -1.6481 -0.8706 -1.9194
*
```

Atom charges from the Löwdin analysis, given in e for atoms 1 to 4: C 0.002; C -0.249; C -0.385; C 0.069

=====

(3)
C23H41As2Cl2N3O9PRbS2 | ωB97M-V/def2-TZVPD

Output
HOMO ... -0.2932 Ha
LUMO level ... -0.589 eV
Energy relative to the best compared isomer or geometry (same formula, charge and spin) ... 9.3 kcal/mol

The geometry in ORCA input format:
```
! RIJCOSX wB97M-V def2-TZVPD def2/J DEFGRID3
* xyz 0 1
Rb -0.2157 -0.8005 0.8792
C -5.1807 1.9252 -1.6733
O -5.0220 0.5956 -1.1356
C -4.9547 -0.4164 -1.9962
O -5.0506 -0.3208 -3.1944
C -4.8480 -1.7357 -1.2893
C -5.8577 -2.5998 -1.4004
As -6.1141 -4.2648 -0.4232
C -5.1596 -5.5857 -1.5255
C -4.7462 -4.1121 0.9824
C -3.7416 -3.2375 1.0711
As -3.2052 -1.9092 -0.2697
C -2.1960 -3.1083 -1.4611
C -2.7783 -3.2321 2.2102
O -1.7803 -2.5430 2.2125
O -3.1061 -4.0480 3.2010
C -2.1586 -4.1671 4.2813
C -4.9930 -5.2322 1.9513
O -4.5348 -6.3197 1.7326
O -5.8473 -5.0420 2.9591
C -6.3755 -3.7296 3.2030
C -7.1132 -2.1817 -2.1216
O -7.9762 -1.5733 -1.5544
O -7.3045 -2.5897 -3.3813
C -6.2748 -3.2547 -4.1295
H -4.2860 2.4911 -1.4281
H -6.0446 2.3658 -1.1856
H -5.3296 1.8789 -2.7462
H -5.8615 -6.0212 -2.2323
H -4.8193 -6.3587 -0.8370
H -4.3117 -5.1584 -2.0522
H -2.4964 -4.1426 -1.3168
H -1.1309 -2.9986 -1.2501
H -2.3837 -2.8056 -2.4897
H -2.5527 -4.9456 4.9241
H -2.0851 -3.2233 4.8169
H -1.1839 -4.4427 3.8893
H -7.0497 -3.8407 4.0439
H -6.9341 -3.3646 2.3440
H -5.5795 -3.0343 3.4597
H -6.7542 -3.5923 -5.0432
H -5.8834 -4.1211 -3.6004
H -5.4757 -2.5598 -4.3646
C -2.4286 2.8919 4.8506
C -2.1381 2.2079 3.5191
P -0.4184 1.6133 3.2109
C 0.5874 3.1450 3.4380
C 1.8748 3.1078 2.6146
C -0.0587 0.6741 4.7579
C 1.3758 0.1534 4.7792
H -3.4337 3.3195 4.8654
H -1.7236 3.7042 5.0467
H -2.3600 2.1913 5.6854
H -2.3616 2.8853 2.6881
H -2.8017 1.3494 3.3736
H 0.7947 3.3072 4.5003
H -0.0371 3.9869 3.1235
H 2.4946 2.2456 2.8746
H 2.4663 4.0138 2.7706
H 1.6508 3.0276 1.5481
H -0.7687 -0.1588 4.8016
H -0.2461 1.2875 5.6433
H 1.6046 -0.4463 3.8956
H 1.5644 -0.4623 5.6601
H 2.0951 0.9750 4.7965
C 4.9957 2.5905 0.2624
N 3.7116 2.7591 -0.3821
C 3.2022 3.9155 -0.7925
N 4.0029 5.0043 -0.6615
S 1.6563 4.0670 -1.4146
H 5.0786 1.5469 0.5568
H 5.0823 3.2136 1.1579
H 5.8272 2.8166 -0.4123
H 3.1262 1.9599 -0.4166
H 4.9923 4.9078 -0.5019
H 3.6747 5.8455 -1.0974
O 1.5231 -2.2598 -0.5067
S 2.4687 -1.1090 -0.6665
N 2.3760 0.0733 0.1917
Cl -1.0105 0.1493 -2.6700
C -0.9205 1.8022 -2.0361
Cl -1.5289 1.9400 -0.3792
H -1.5423 2.4200 -2.6676
H 0.1168 2.1127 -2.0226
*
```

Atom charges from the Löwdin analysis, given in e for atoms 1 to 4: Rb 0.634; C -0.008; O -0.043; C -0.552

=====

(4)
C10H10N2O | ωB97M-V/def2-TZVPD

Output
HOMO (alpha / beta) ... -0.5677 / -0.6690 Ha
LUMO level (alpha / beta) ... -8.639 / -11.081 eV
<S²> ... 2.03

The geometry in ORCA input format:
```
! RIJCOSX wB97M-V def2-TZVPD def2/J DEFGRID3
* xyz 2 3
C -2.9911 0.6500 0.0450
C -3.1776 -0.7123 -0.3321
C -1.7364 1.1942 0.2283
C -2.0871 -1.5657 -0.3194
C -0.5234 0.3868 0.1313
C -0.7626 -1.0776 0.0111
C 0.7052 1.0703 0.0966
C 2.4145 -0.6003 -0.1206
C 0.7457 -3.0191 0.3268
C 3.0975 1.5577 -0.0475
N 0.1715 -1.9415 0.0348
N 1.9929 0.5434 -0.1131
O 2.9693 -1.5985 -0.0715
H -3.7537 1.1831 0.4082
H -4.1520 -1.0461 -0.5130
H -1.6211 2.2122 0.3451
H -2.1898 -2.5809 -0.6084
H 0.6229 2.1029 0.1390
H 1.4966 -3.3605 -0.3948
H 0.5362 -3.8614 1.0338
H 3.1021 2.2381 -0.9313
H 4.1146 1.1716 0.0243
H 2.7407 2.0162 0.8518
*
```

Atom charges from the Löwdin analysis, given in e for atoms 1 to 4: C 0.071; C 0.043; C 0.097; C 0.114